{"formula": "C54H140BClN10O27", "method": "ωB97M-V with the def2-TZVPD basis set", "e_tot_ha": -5205.1373, "gap_ha": 0.246, "e_homo_ev": -3.822, "molar_mass_g_mol": 1408.02, "multiplicity": 1, "total_charge": -2, "largest_force_ev_per_a": 7.23, "lumo_energy_ev": 2.88, "symbols": ["Cl", "O", "O", "O", "O", "O", "C", "O", "B", "O", "C", "O", "O", "C", "O", "C", "O", "O", "C", "C", "C", "O", "C", "N", "H", "H", "H", "H", "H", "H", "H", "H", "H", "H", "H", "C", "C", "C", "O", "C", "N", "H", "H", "H", "H", "H", "H", "H", "H", "H", "H", "H", "C", "C", "C", "O", "C", "N", "H", "H", "H", "H", "H", "H", "H", "H", "H", "H", "H", "C", "C", "C", "O", "C", "N", "H", "H", "H", "H", "H", "H", "H", "H", "H", "H", "H", "C", "C", "C", "O", "C", "N", "H", "H", "H", "H", "H", "H", "H", "H", "H", "H", "H", "C", "C", "C", "O", "C", "N", "H", "H", "H", "H", "H", "H", "H", "H", "H", "H", "H", "C", "C", "C", "O", "C", "N", "H", "H", "H", "H", "H", "H", "H", "H", "H", "H", "H", "C", "C", "C", "O", "C", "N", "H", "H", "H", "H", "H", "H", "H", "H", "H", "H", "H", "C", "C", "C", "O", "C", "N", "H", "H", "H", "H", "H", "H", "H", "H", "H", "H", "H", "C", "C", "C", "O", "C", "N", "H", "H", "H", "H", "H", "H", "H", "H", "H", "H", "H", "C", "C", "O", "H", "H", "H", "H", "H", "H", "C", "C", "O", "H", "H", "H", "H", "H", "H", "C", "C", "O", "H", "H", "H", "H", "H", "H", "C", "C", "O", "H", "H", "H", "H", "H", "H", "C", "C", "O", "H", "H", "H", "H", "H", "H"], "xyz": [[1.43819, -4.87223, -3.64414], [1.17800, -4.32275, -4.91798], [1.39947, -3.89094, -2.60462], [0.58473, -5.98681, -3.47616], [2.79354, -5.41356, -3.70897], [0.06374, -1.12793, 2.92670], [0.13058, -0.59719, 1.82408], [-0.84079, -0.08148, 1.16911], [-0.41751, 0.19884, -0.16203], [1.06895, -0.02305, -0.10557], [1.42585, -0.51942, 0.96894], [2.54075, -0.89124, 1.32689], [-0.87973, 1.48844, -0.67110], [-1.37791, 1.10770, -1.86579], [-1.63071, 1.80612, -2.80804], [-1.41560, -0.40372, -2.01563], [-1.02999, -0.87457, -0.96308], [-1.69559, -0.99551, -3.07348], [-1.56968, 5.38506, -1.02057], [-0.17825, 5.62674, -0.32975], [-0.37429, 5.67848, 1.24726], [-1.18187, 6.78811, 1.63338], [-0.90645, 7.19064, 2.98210], [0.78046, 4.63741, -0.88980], [-2.10029, 4.50101, -0.66702], [-1.50652, 5.35525, -2.10833], [-2.32942, 6.13775, -0.80998], [0.12694, 6.62174, -0.65368], [0.63620, 5.72506, 1.65325], [-0.73939, 4.73855, 1.66121], [-0.04504, 7.85720, 2.94000], [-0.71386, 6.36803, 3.67080], [-1.65874, 7.80662, 3.47478], [1.45543, 4.33860, -0.20042], [0.13903, 3.86501, -0.99968], [6.02093, 0.39233, 2.26819], [5.57467, 0.15263, 3.71881], [6.40330, -0.96108, 4.45336], [6.28175, -2.23566, 3.99566], [4.97025, -2.80653, 3.97730], [5.63967, 1.47540, 4.39999], [7.05397, 0.72445, 2.16511], [5.25418, 0.96109, 1.74216], [6.10521, -0.59391, 1.81177], [4.58112, -0.27874, 3.59685], [6.07255, -0.83793, 5.48464], [7.45220, -0.66717, 4.49256], [4.51296, -2.81419, 4.96671], [5.13775, -3.86620, 3.78458], [4.35113, -2.27102, 3.25756], [5.21763, 2.13499, 3.76209], [5.00523, 1.36287, 5.17776], [-5.33330, 5.38665, -1.92096], [-4.71941, 4.72906, -3.16808], [-4.54382, 3.25132, -2.74085], [-5.85909, 2.69503, -2.54909], [-5.80074, 1.30808, -2.32362], [-5.64568, 4.82260, -4.31872], [-6.42023, 5.42516, -1.84888], [-4.86780, 6.37164, -1.88626], [-5.01222, 4.81687, -1.04898], [-3.78216, 5.16288, -3.51660], [-3.94688, 3.17416, -1.83212], [-3.97022, 2.77462, -3.53574], [-5.50059, 1.12810, -1.29133], [-5.14468, 0.87311, -3.07760], [-6.72704, 0.79139, -2.57484], [-6.34740, 5.51158, -4.08847], [-6.12572, 3.93769, -4.39989], [2.17349, -0.92681, 5.71929], [2.57948, -0.22324, 7.00546], [3.72437, -0.96933, 7.79039], [3.26404, -2.29272, 8.30172], [4.20794, -2.84338, 9.27045], [2.94361, 1.12753, 6.49646], [1.75684, -1.92486, 5.85492], [2.97961, -1.08206, 5.00223], [1.43638, -0.38775, 5.12416], [1.72389, -0.27552, 7.67877], [3.82680, -0.43889, 8.73709], [4.60273, -1.08195, 7.15485], [5.01459, -3.34139, 8.73249], [3.68981, -3.66337, 9.76770], [4.65786, -2.24110, 10.05971], [2.18815, 1.56653, 5.98984], [2.94782, 1.57422, 7.40230], [-3.77139, -0.42168, 3.78479], [-3.66203, 0.20098, 5.20852], [-2.34974, 0.34192, 5.95708], [-2.57095, 0.84200, 7.27618], [-3.47337, 0.17522, 8.14876], [-4.33471, 1.52079, 5.13887], [-4.83198, -0.47734, 3.53953], [-3.25524, -1.37701, 3.68968], [-3.27015, 0.31298, 3.15461], [-4.34995, -0.38797, 5.81514], [-1.67169, 1.03317, 5.45657], [-1.72030, -0.54245, 6.05612], [-4.52673, 0.27008, 7.88504], [-3.21842, 0.65459, 9.09390], [-3.23850, -0.88428, 8.25076], [-4.62843, 1.80438, 6.06267], [-3.60641, 2.15138, 4.83549], [3.59651, -0.97791, -2.39978], [3.20416, -1.28114, -3.87330], [1.75655, -0.89686, -4.20312], [1.63623, -0.80436, -5.64141], [0.22804, -0.83128, -6.10394], [4.13426, -0.53400, -4.72603], [2.94927, -1.58397, -1.76584], [3.49141, 0.03666, -2.01547], [4.63837, -1.21545, -2.18485], [3.33964, -2.36171, -3.91907], [1.61993, 0.11742, -3.82806], [0.98583, -1.58463, -3.85518], [-0.33240, -1.72040, -5.81500], [0.20735, -0.80098, -7.19332], [-0.30071, 0.04854, -5.73728], [4.11437, 0.30098, -4.15813], [5.07033, -0.84690, -4.51163], [3.39743, 3.76057, -7.22489], [3.63982, 2.66554, -6.21749], [3.73497, 3.10723, -4.70626], [4.26079, 2.04958, -3.89707], [4.51295, 2.46877, -2.52543], [2.68886, 1.46772, -6.37777], [3.83516, 4.65255, -6.77672], [2.35691, 4.06582, -7.11419], [3.65858, 3.36841, -8.20780], [4.64678, 2.29675, -6.41273], [2.79897, 3.53017, -4.34140], [4.46846, 3.90909, -4.62191], [3.52273, 2.68857, -2.12636], [5.18882, 3.31812, -2.62492], [5.02963, 1.77206, -1.86533], [1.85018, 1.88365, -5.99867], [2.44139, 1.60679, -7.34706], [-1.51353, -4.19788, 0.48035], [-2.21850, -5.15901, -0.49520], [-2.74665, -4.38891, -1.76433], [-3.42526, -5.37836, -2.49772], [-4.10034, -4.91182, -3.69361], [-1.30947, -6.20561, -0.92882], [-0.74103, -3.61306, -0.01898], [-1.06234, -4.61181, 1.38212], [-2.22957, -3.44897, 0.81876], [-3.03776, -5.64668, 0.03310], [-1.94790, -3.94094, -2.35544], [-3.35425, -3.55382, -1.41570], [-4.32516, -3.84714, -3.63036], [-5.03276, -5.46985, -3.77900], [-3.52448, -5.20254, -4.57223], [-0.59523, -5.98237, -0.25050], [-0.82160, -5.87531, -1.74918], [-4.30224, 0.84043, -7.07621], [-4.58255, -0.43424, -6.28520], [-5.75644, -1.29348, -6.93118], [-6.89871, -0.51694, -6.99080], [-8.07844, -1.31582, -7.38194], [-3.23298, -1.18434, -6.37664], [-4.60541, 1.73149, -6.52648], [-4.87790, 0.93096, -7.99736], [-3.22860, 0.89149, -7.25727], [-4.69090, -0.35267, -5.20367], [-5.79307, -2.25284, -6.41506], [-5.49764, -1.60268, -7.94386], [-8.87263, -0.59375, -7.57164], [-8.16744, -2.05634, -6.58709], [-7.97204, -1.79122, -8.35702], [-2.67526, -1.24675, -5.53691], [-2.73704, -0.63457, -7.06359], [2.25019, 4.06705, 4.83249], [1.08219, 3.39455, 4.17423], [1.43126, 2.65720, 2.84757], [2.00554, 3.61138, 1.91281], [2.87385, 3.04593, 0.99578], [0.52448, 2.53402, 5.17566], [2.54372, 4.99879, 4.34898], [3.10480, 3.39665, 4.74124], [1.98287, 4.31920, 5.85867], [0.39854, 4.19766, 3.89899], [0.56604, 2.22371, 2.34599], [2.14260, 1.85900, 3.05961], [3.43786, 2.22313, 1.43509], [3.51731, 3.80679, 0.55403], [2.37899, 2.51961, 0.17957], [-0.28847, 2.06800, 4.79879], [0.11548, 3.15289, 5.86109], [-0.08426, -4.43301, 5.49748], [-1.40032, -4.50628, 4.73102], [-2.13917, -5.72124, 4.85258], [-0.36316, -4.54371, 6.54536], [0.34310, -3.43028, 5.49800], [0.56596, -5.15636, 5.00547], [-1.36615, -4.33471, 3.65515], [-2.06283, -3.70041, 5.04687], [-1.74222, -6.24371, 5.55333], [1.88420, -5.11979, 2.48099], [2.02095, -4.80203, 0.97276], [1.34765, -5.81312, 0.20557], [2.41375, -5.98844, 2.87232], [0.84982, -5.32941, 2.75344], [2.36404, -4.26965, 2.96587], [3.08408, -4.73327, 0.74226], [1.52254, -3.84227, 0.83655], [1.67560, -5.65740, -0.68313], [-1.46242, 3.96432, -5.40716], [-0.05421, 3.92983, -4.77575], [0.32482, 2.54964, -4.74799], [-1.83664, 4.88359, -5.85771], [-2.16858, 3.84423, -4.58556], [-1.53205, 3.12223, -6.09572], [0.08585, 4.51621, -3.86765], [0.59725, 4.18951, -5.61017], [-0.29819, 2.26758, -4.07427], [6.22131, -4.45947, -0.74500], [5.95834, -3.61207, 0.48283], [7.16796, -3.27129, 1.22260], [5.29498, -4.53281, -1.31477], [6.38522, -5.44584, -0.31104], [7.08090, -4.16073, -1.34497], [5.27945, -4.03771, 1.22177], [5.33861, -2.76174, 0.19827], [6.89139, -3.18133, 2.13748], [-6.39727, -2.30877, -0.80172], [-5.06948, -1.71255, -0.37598], [-4.50096, -2.52862, 0.63586], [-6.84989, -1.70889, -1.59126], [-7.16604, -2.23697, -0.03235], [-6.37341, -3.34454, -1.14041], [-5.23710, -0.73004, 0.06525], [-4.30211, -1.62878, -1.14555], [-5.06951, -2.46198, 1.40652]], "forces_ev_per_a": [[3.60, -1.50, -1.80], [-0.95, 1.71, -1.19], [-0.89, 0.38, 0.98], [-1.92, -0.86, 1.50], [0.21, 0.29, 0.73], [-0.05, 1.02, -1.27], [1.54, -2.31, 3.38], [-1.41, 1.08, 0.58], [0.35, -0.71, 0.98], [-0.98, 2.40, -4.65], [2.01, -2.18, 4.24], [-1.56, 0.74, -0.50], [0.00, -1.18, -1.09], [0.12, 1.09, -1.72], [-0.23, 0.96, 0.63], [-2.04, 0.00, -6.93], [2.08, -2.37, 4.22], [0.10, 1.56, 2.42], [-0.01, 0.36, 0.37], [-1.73, 0.38, 0.11], [1.07, -0.11, -1.28], [-0.20, -0.25, 0.74], [0.58, 0.41, -0.45], [-1.42, 0.47, 0.69], [0.52, -0.58, -0.01], [0.30, -0.22, -0.03], [0.42, 0.58, 0.23], [0.18, 0.19, 0.29], [0.21, 0.50, 0.25], [-0.57, -0.23, -0.20], [0.48, -0.18, 0.23], [0.12, -0.31, -0.21], [-0.70, -0.19, -0.71], [-0.02, 0.20, 0.12], [0.50, -0.92, -0.35], [0.28, -1.67, 0.37], [1.22, 0.08, -1.46], [-0.45, 3.17, 0.67], [-0.05, -1.50, -0.66], [0.69, 0.00, 0.40], [-0.13, -1.77, 0.24], [-0.17, 0.83, 0.23], [0.39, 0.18, -0.18], [-0.45, -0.14, -0.40], [-0.50, 0.39, 0.41], [-0.20, -0.44, 0.59], [0.18, -0.19, -0.39], [-0.10, 0.48, 0.23], [-0.23, 0.10, -0.63], [-0.26, -0.48, -0.10], [-0.08, 0.22, 0.00], [-0.28, 0.58, 0.52], [1.29, 0.67, 0.16], [-1.84, -1.26, 0.62], [-0.14, 0.52, -1.14], [0.48, 0.52, -0.39], [0.24, -0.19, -0.67], [0.43, -0.06, -0.07], [0.07, 0.05, -0.53], [-0.52, 0.36, 0.53], [0.09, 0.31, 0.19], [0.21, -0.04, 0.67], [0.02, 0.04, 0.14], [-0.26, -0.73, -0.10], [0.16, -0.42, -0.07], [0.71, -0.25, 0.38], [-0.53, 0.56, 0.46], [-0.13, 0.00, -0.17], [-0.23, -0.07, -0.05], [-0.26, -1.33, -0.53], [-0.09, -1.58, -2.09], [-1.71, -0.39, 0.43], [1.15, 1.19, 0.32], [-0.76, -1.04, -1.27], [1.05, -0.84, 2.68], [-0.03, -0.04, 0.31], [0.43, 0.24, 0.28], [-0.20, 0.27, 0.36], [-0.24, 0.49, 0.17], [0.94, 0.61, -0.27], [0.23, 0.10, 0.32], [0.31, 0.21, -0.15], [-0.28, 0.12, 0.02], [-0.39, 0.86, -0.29], [-0.57, -0.35, -0.15], [0.50, 1.42, -0.08], [1.20, 0.90, 1.07], [-1.68, -0.32, -0.24], [0.19, -0.73, 0.24], [-0.06, 0.59, -0.25], [1.16, 0.14, -0.13], [0.27, -0.47, -0.29], [0.18, -0.05, -0.07], [-0.10, 0.00, -0.03], [-0.11, -0.27, -0.60], [0.20, -0.32, 0.30], [-0.33, 0.35, 0.08], [-0.37, -0.65, -0.25], [-0.07, 0.23, 0.00], [-0.60, -0.12, 0.18], [0.04, -0.25, -0.14], [0.18, 0.19, 0.11], [-0.15, 0.61, -0.05], [-1.10, -0.58, 0.42], [0.60, -0.53, 1.10], [0.34, 0.32, -1.54], [-2.28, -1.04, -0.33], [1.65, 0.20, 0.72], [-0.19, -0.23, 0.39], [0.15, -0.18, 0.36], [-0.39, 0.36, -0.53], [0.08, -0.43, -0.25], [-0.14, -0.09, -0.64], [-0.40, 0.35, 0.41], [0.28, -0.08, 0.52], [0.28, -0.25, 0.36], [0.44, 0.06, -0.05], [-0.09, 0.20, 0.18], [0.24, 0.84, -1.15], [0.31, -0.65, -0.05], [-0.99, 0.41, 1.98], [0.36, -2.10, 1.51], [0.50, -0.13, -0.82], [0.06, 0.19, 0.81], [-0.49, 0.55, -1.62], [1.20, 3.09, -0.17], [1.07, 0.30, -1.06], [-0.48, -0.35, -0.73], [0.08, 0.82, -0.02], [0.15, -0.33, -0.03], [-0.38, -0.39, 0.25], [0.18, 0.47, -0.29], [0.20, 0.48, 0.51], [-0.26, 0.56, 0.47], [-0.20, -0.69, -0.71], [-0.70, -0.48, 0.85], [0.02, -0.82, -0.86], [-0.72, 1.14, -0.26], [0.04, 1.14, -0.86], [0.40, -0.83, 1.56], [-1.28, 0.50, -1.08], [0.51, -0.89, 1.05], [0.59, 0.29, 0.75], [0.23, -0.18, -0.27], [-0.10, -0.60, -0.18], [-0.18, 0.07, 0.15], [-0.46, 0.26, -0.15], [0.47, -0.13, 0.05], [-0.63, -0.02, -0.16], [0.17, 0.10, -0.22], [-0.21, 0.03, 0.20], [0.28, 0.52, -0.08], [0.80, -1.37, 0.11], [-0.11, -0.19, -0.78], [-1.05, 0.98, 0.59], [1.89, -1.96, -0.76], [2.50, 0.36, 0.20], [-2.21, -0.52, -0.31], [1.75, 1.31, 0.20], [-1.79, -0.13, -0.95], [0.19, 0.15, 0.18], [0.14, -0.38, -0.19], [-0.31, 0.55, -0.22], [-0.75, 0.60, -0.13], [-0.65, -0.01, 0.66], [0.53, 0.18, -0.38], [-0.24, -0.18, 0.85], [-0.83, -0.01, -0.16], [0.61, -0.33, -0.04], [-0.29, 0.21, 0.34], [0.59, -0.78, 0.25], [0.91, 0.39, -0.67], [0.10, 0.95, -1.59], [0.38, 0.96, 0.01], [-0.67, 0.07, 1.67], [0.52, -1.25, -0.67], [-0.95, -0.72, 0.03], [-0.11, -0.02, -0.19], [0.20, 0.02, 0.64], [0.29, -0.21, 0.13], [-0.45, 0.08, -0.23], [-0.35, -0.14, 0.28], [0.22, -0.17, 0.01], [0.57, 0.22, 0.29], [0.06, 0.04, 0.24], [-0.50, 0.13, -0.32], [-0.03, -0.44, -0.21], [0.06, -0.03, 0.51], [-1.15, 0.14, -0.65], [-0.96, 1.03, -0.61], [0.41, -0.30, 0.42], [0.48, -0.86, 0.19], [0.03, -0.06, -0.64], [0.44, -0.04, 0.86], [0.79, -0.02, -0.07], [-0.10, 0.22, 0.44], [-0.01, -0.08, 0.07], [0.45, -0.08, -0.60], [-0.81, -1.09, 1.33], [1.15, 0.66, 0.59], [0.37, -0.29, -0.61], [-0.13, 0.68, 0.03], [-0.61, 0.23, 0.50], [0.00, 0.07, -0.35], [0.19, 0.20, -0.29], [-0.29, -0.22, -0.66], [-0.47, 0.27, 1.41], [0.15, -0.37, -3.52], [-0.52, 0.63, 1.70], [0.65, 0.23, -0.31], [-0.29, -0.58, -0.03], [-0.12, 0.18, 0.00], [0.11, -0.25, 0.07], [0.41, 1.38, 0.41], [0.02, -1.37, 0.26], [-0.38, -0.82, 1.40], [-0.11, 1.01, 0.56], [-0.64, -0.20, -1.00], [0.17, 0.15, -0.31], [0.41, -0.37, -0.56], [-0.21, 0.21, 0.09], [-0.03, -0.99, -0.24], [0.62, 0.88, -0.17], [0.17, 0.30, 0.23], [-0.64, 0.53, -0.78], [-0.26, -0.47, 0.86], [0.37, -0.13, 0.22], [0.15, 0.03, -0.42], [0.27, -0.11, 0.53], [0.42, 0.04, 0.04], [-0.04, 0.36, -0.28], [-0.30, -0.07, -0.24], [0.02, -0.10, 0.13]], "mulliken_charge": [1.832, -0.746, -0.335, -0.789, -0.859, -0.676, 0.390, -0.291, 0.338, -0.305, 0.475, -0.568, -0.082, 0.459, -0.756, 0.062, 0.079, -0.389, -1.563, 0.328, -0.420, -0.425, -0.613, -0.489, 0.324, 0.284, 0.568, 0.309, 0.483, 0.158, 0.290, 0.109, 0.337, 0.241, 0.011, -0.895, 2.062, -0.902, -0.494, -0.325, -0.850, 0.410, -0.129, 0.114, -0.832, 0.027, 0.353, 0.396, 0.442, 0.000, 0.388, 0.293, -1.427, 0.730, -0.600, -0.525, -0.444, -0.815, 0.449, 0.364, 0.272, 0.147, 0.374, 0.101, 0.318, 0.084, 0.340, 0.287, 0.335, -0.404, 0.258, -0.514, -0.326, -0.855, -0.326, 0.268, -0.550, 0.159, 0.332, 0.522, 0.112, 0.311, 0.263, 0.313, 0.152, 0.276, -1.197, 0.429, 1.215, -0.425, -0.737, -0.681, 0.333, 0.267, 0.001, 0.464, -0.996, 0.338, 0.281, 0.288, 0.295, 0.323, 0.270, -0.448, -0.011, 0.605, -0.515, -0.751, -0.487, 0.019, -0.323, 0.489, 0.394, -0.303, 0.224, 0.399, 0.453, -0.006, 0.182, 0.449, -1.502, 0.160, -0.597, -0.522, -1.009, -0.222, 0.414, 0.270, 0.423, 0.291, 0.181, 0.448, 0.313, 0.409, 0.339, -0.020, 0.367, -0.717, 0.036, 0.663, -0.527, -0.728, -0.798, -0.088, 0.301, 0.303, 0.303, 0.266, -0.619, 0.222, 0.289, 0.315, 0.498, 0.219, -1.276, 1.261, -0.948, -0.291, -0.783, -0.724, 0.184, 0.266, 0.445, -0.235, 0.436, 0.301, 0.223, 0.334, 0.302, 0.282, 0.169, -1.705, 1.125, -0.118, -0.386, -0.186, -0.316, 0.317, 0.195, 0.497, -0.090, -0.018, 0.359, -0.598, 0.685, 0.130, -0.639, 0.248, -0.625, 0.507, -0.578, 0.535, -0.340, 0.390, -0.326, 0.255, 0.328, -1.234, 0.761, -0.719, 0.483, 0.236, 0.037, 0.281, -0.328, 0.249, -0.751, -0.064, 0.769, 0.427, -0.304, 0.273, 0.273, 0.047, -0.475, -1.325, 0.814, -0.662, 0.237, 0.387, 0.363, -0.141, 0.018, 0.336, -1.508, 0.161, -0.385, 0.264, 0.429, 0.315, 0.593, -0.062, 0.287]}